C25H52N8O7ReS3Si | ωB97M-V with the def2-TZVPD basis set

Each line ends with the Löwdin charge.
Cartesian coordinates (Å):
1 Re 0.154165 0.075004 -0.312804  1.298
2 C -1.539344 -0.221637 3.695584  -0.019
3 C -0.820967 -1.044322 2.643700  -0.501
4 C 0.023070 -2.150274 3.247641  -0.003
5 C -1.861043 -1.668762 1.735264  -0.075
6 O 0.174284 -0.121079 1.829405  -0.339
7 Si 1.163974 0.998929 2.852803  -0.090
8 S 2.766514 1.827313 1.852024  0.488
9 O 1.530953 0.276465 4.237679  -0.168
10 C 2.723186 -0.332202 4.841593  -0.607
11 C 3.409991 -1.233993 3.823749  -0.025
12 C 2.247082 -1.127809 6.045353  -0.015
13 C 3.644476 0.791803 5.294464  -0.026
14 O 0.018403 2.140965 3.022695  -0.203
15 C -0.076520 3.372671 3.799901  -0.611
16 C -0.117148 4.501038 2.779234  -0.025
17 C 1.117419 3.524083 4.728776  -0.027
18 C -1.368861 3.302254 4.593986  -0.018
19 H -2.341681 -0.842537 4.095724  0.114
20 H -1.977071 0.677304 3.270089  0.089
21 H -0.888275 0.062371 4.519153  0.087
22 H -0.650399 -2.837926 3.759684  0.116
23 H 0.732154 -1.768283 3.970449  0.044
24 H 0.554737 -2.709094 2.474555  0.091
25 H -2.385769 -2.407891 2.339531  0.113
26 H -1.427328 -2.193148 0.888038  0.035
27 H -2.605169 -0.956131 1.396734  0.037
28 H 2.701071 -1.945187 3.394492  0.073
29 H 4.201372 -1.803240 4.311964  0.103
30 H 3.858998 -0.645131 3.024943  0.061
31 H 1.654119 -1.997044 5.758831  0.081
32 H 1.652970 -0.496148 6.705808  0.098
33 H 3.111371 -1.487695 6.602645  0.101
34 H 3.932540 1.423779 4.456965  0.056
35 H 4.548174 0.368129 5.734237  0.101
36 H 3.155412 1.405348 6.050833  0.090
37 H 0.817238 4.528799 2.213223  0.077
38 H -0.242295 5.464328 3.273073  0.100
39 H -0.958127 4.361986 2.094963  0.084
40 H 2.050729 3.577532 4.166742  0.073
41 H 1.169909 2.685507 5.421919  0.083
42 H 1.014955 4.439867 5.311008  0.105
43 H -2.220115 3.123235 3.935698  0.089
44 H -1.533970 4.243548 5.118165  0.100
45 H -1.324450 2.505710 5.336919  0.092
46 N 2.259303 -0.069372 -0.332492  -0.145
47 N 2.930531 0.214635 -1.529819  0.011
48 C 2.271992 0.434299 -2.648002  -0.720
49 N 2.916671 0.694140 -3.774353  0.160
50 S 0.541842 0.389489 -2.649676  0.733
51 H 2.604504 0.640917 0.477175  -0.094
52 H 2.440931 -1.061743 -0.062246  0.085
53 H 3.939145 0.266505 -1.473451  0.187
54 H 3.923681 0.733272 -3.824916  0.141
55 H 2.402093 0.877152 -4.619616  0.121
56 O 1.978023 -2.732248 0.127322  0.070
57 C 0.847055 -2.908512 -0.295849  -0.506
58 O 0.042166 -1.913314 -0.659511  -0.312
59 C 0.262839 -4.266534 -0.426245  -0.127
60 C -1.114289 -4.459963 -0.501210  -0.028
61 C -1.632773 -5.741749 -0.563626  0.024
62 C -0.746467 -6.802484 -0.571171  -0.110
63 C 0.624452 -6.642268 -0.500859  0.040
64 C 1.129653 -5.356480 -0.413616  0.029
65 N -1.298081 -8.180111 -0.656082  -0.343
66 O -0.500356 -9.084239 -0.763827  0.111
67 O -2.505026 -8.289466 -0.616087  0.101
68 H -1.787944 -3.611844 -0.491955  0.104
69 H -2.694612 -5.933372 -0.602617  0.129
70 H 1.267056 -7.509950 -0.509287  0.132
71 H 2.194588 -5.189890 -0.334195  0.131
72 C -3.164996 0.957734 -5.335852  -0.062
73 C -4.105200 0.317760 -4.329212  -0.194
74 N -3.588031 0.419460 -2.950712  0.036
75 C -2.660948 -0.274605 -2.311036  -0.695
76 S -2.204514 0.419694 -0.750827  0.714
77 N -2.146454 -1.424483 -2.687246  0.037
78 C -2.415931 -2.214690 -3.901778  -0.197
79 C -1.499458 -3.421225 -3.924440  -0.048
80 H -3.570801 0.841906 -6.340147  0.093
81 H -2.176634 0.495732 -5.311034  0.062
82 H -3.047414 2.023698 -5.141501  0.085
83 H -4.321478 -0.719541 -4.566669  0.103
84 H -5.061656 0.837029 -4.312124  0.132
85 H -3.830043 1.279818 -2.481294  0.124
86 H -1.461576 -1.821307 -2.050950  0.071
87 H -2.242729 -1.592303 -4.779418  0.108
88 H -3.459580 -2.529284 -3.894140  0.129
89 H -0.450359 -3.121108 -3.911529  0.087
90 H -1.677081 -3.992804 -4.833238  0.096
91 H -1.687786 -4.078849 -3.074647  0.067
92 N 1.147603 2.890785 -0.897967  -0.011
93 N 0.237136 2.211373 0.005373  -0.212
94 H 1.559041 3.667232 -0.387362  0.085
95 H 0.605602 3.248751 -1.674822  0.080
96 H -0.671159 2.670665 0.027544  0.090
97 H 0.676533 2.342862 0.931907  -0.025

Forces on the atoms, in the same order (eV/Å):
Re -0.260 -0.142 0.179
C 0.143 0.121 0.060
C 0.083 -0.382 0.124
C 0.015 -0.021 -0.105
C 0.017 0.055 -0.105
O -0.194 -0.066 -0.116
Si 0.435 0.519 0.248
S -0.068 -0.203 -0.169
O -0.254 -0.220 0.070
C 0.195 0.151 -0.064
C -0.026 -0.020 0.008
C -0.094 0.013 -0.015
C -0.019 -0.058 0.008
O -0.344 -0.122 0.034
C 0.117 0.038 -0.064
C 0.001 -0.009 0.019
C -0.003 -0.019 -0.014
C -0.015 -0.021 -0.021
H 0.024 -0.020 0.016
H -0.073 -0.013 -0.044
H 0.003 0.000 -0.006
H 0.006 -0.027 0.018
H -0.133 -0.039 -0.079
H -0.014 0.004 0.018
H 0.018 -0.018 0.035
H -0.108 0.132 0.176
H -0.018 0.048 0.011
H 0.126 0.012 0.007
H 0.004 0.018 0.009
H 0.002 0.026 -0.036
H -0.006 0.019 0.020
H -0.007 -0.007 0.000
H 0.010 0.001 0.008
H 0.014 0.011 -0.038
H -0.008 0.003 -0.001
H -0.007 0.004 0.010
H 0.011 0.004 0.002
H 0.007 0.003 -0.005
H -0.020 0.012 0.006
H 0.011 0.003 0.003
H -0.006 -0.011 0.027
H -0.001 0.007 -0.009
H -0.007 0.011 -0.012
H -0.004 0.002 0.005
H 0.004 -0.020 -0.010
N 0.230 -0.015 0.262
N 0.078 -0.126 0.025
C -0.214 0.124 -0.059
N 0.075 0.006 0.036
S 0.075 0.007 -0.206
H -0.060 -0.178 -0.106
H 0.064 0.043 0.004
H 0.014 0.037 0.005
H -0.015 -0.015 -0.001
H -0.021 0.011 0.001
O -0.121 0.142 -0.132
C 0.121 -0.021 0.046
O 0.064 0.064 0.049
C 0.001 -0.035 0.026
C -0.061 -0.009 -0.033
C 0.053 0.019 -0.001
C -0.014 -0.064 0.000
C -0.022 0.019 -0.018
C -0.014 -0.012 0.024
N 0.001 -0.046 -0.015
O -0.112 0.091 0.028
O 0.120 -0.007 -0.016
H 0.019 -0.093 -0.018
H -0.014 -0.006 -0.001
H 0.000 -0.009 0.003
H 0.003 0.011 0.001
C -0.013 0.004 -0.023
C -0.069 -0.111 0.036
N 0.085 0.150 -0.028
C -0.097 -0.052 0.145
S 0.038 0.168 -0.070
N 0.099 -0.016 -0.070
C 0.003 -0.013 -0.018
C -0.017 -0.053 0.008
H 0.003 0.011 -0.007
H -0.003 0.000 -0.008
H 0.000 0.005 0.010
H 0.020 0.070 0.011
H -0.006 -0.020 -0.030
H -0.001 0.015 0.003
H 0.021 -0.018 0.031
H -0.025 -0.035 0.011
H 0.024 -0.029 -0.001
H 0.006 0.011 0.001
H 0.014 -0.004 -0.007
H 0.013 0.034 -0.048
N -0.035 -0.113 0.026
N 0.323 0.084 -0.200
H -0.012 0.045 -0.020
H -0.005 0.060 -0.030
H -0.076 0.014 0.116
H -0.094 0.073 0.048

2S+1: 4
charge: +2
gap between HOMO and LUMO (spin up / spin down): 8.017 / 5.920 eV
M: 887.234 Da
E: -95526.08462 eV
expectation value of S²: 3.769
E_LUMO (spin up / spin down): -5.37 / -7.47 eV

***

C25H53Cl2N6O11 | ωB97M-V with the def2-TZVPD basis set

Each line ends with the Löwdin charge.
Cartesian coordinates (Å):
1 C -1.526480 0.005644 0.200665  -0.054
2 C -0.057249 0.278500 0.087204  -0.847
3 O 0.362361 1.445818 -0.129219  -0.134
4 O 0.752985 -0.636647 0.294727  -0.118
5 H -2.105546 0.832256 0.612374  0.050
6 H -1.705993 -0.796297 0.916743  0.058
7 H -1.973388 -0.339952 -0.731496  0.064
8 C 3.474265 4.626052 -3.341282  -0.116
9 C 2.115528 5.178970 -3.748087  -0.137
10 O 2.212355 5.452160 -5.111898  0.093
11 C 3.502137 5.342554 -5.429790  -0.534
12 O 3.988991 5.584681 -6.571015  0.076
13 O 4.298192 5.046590 -4.407578  0.080
14 H 3.420924 3.537609 -3.318087  0.131
15 H 3.806875 4.998927 -2.372547  0.135
16 H 1.869907 6.072101 -3.173553  0.134
17 H 1.388998 4.391056 -3.549445  0.137
18 C 4.949818 -1.735054 4.459620  0.006
19 C 3.739938 -1.229830 5.270896  -0.574
20 O 3.853957 -0.949520 6.467985  0.007
21 N 2.585022 -1.144811 4.662324  -0.005
22 C 1.348330 -0.697831 5.271807  -0.056
23 H 5.401110 -2.607864 4.931470  0.080
24 H 5.593851 -0.878962 4.258574  0.080
25 H 4.585913 -2.024417 3.473747  0.061
26 H 2.467605 -1.351400 3.680674  0.139
27 H 1.584315 0.283094 5.684342  0.088
28 H 1.145251 -1.419696 6.062860  0.083
29 H 0.524513 -0.642957 4.560174  0.089
30 C -9.332761 1.321672 -4.513809  -0.011
31 C -8.692804 0.580632 -3.427200  -0.609
32 O -8.749558 -0.648341 -3.406509  0.034
33 N -8.166562 1.286821 -2.446501  -0.017
34 C -7.494778 0.679976 -1.352007  -0.071
35 H -9.406122 2.387310 -4.296729  0.075
36 H -10.348142 1.011923 -4.761085  0.089
37 H -8.695257 1.084620 -5.365574  0.096
38 H -8.401899 2.264981 -2.357461  0.137
39 H -7.200689 1.480619 -0.673328  0.087
40 H -6.679480 0.092961 -1.774852  0.099
41 H -8.214886 0.054427 -0.824530  0.090
42 C -0.495256 -4.938149 -2.347421  0.012
43 C 0.509240 -5.748442 -1.538187  -0.579
44 O 0.625800 -6.950293 -1.721745  0.018
45 N 1.167900 -5.195492 -0.526329  -0.006
46 C 2.281004 -5.816458 0.103897  -0.082
47 H 0.014546 -4.746146 -3.291522  0.084
48 H -0.688047 -4.016733 -1.797946  0.073
49 H -1.426469 -5.489145 -2.479159  0.084
50 H 1.079217 -4.190099 -0.564148  0.133
51 H 2.796495 -6.381621 -0.672609  0.090
52 H 1.902158 -6.415149 0.932229  0.084
53 H 2.906242 -5.131651 0.676801  0.083
54 C 4.048911 4.010611 2.324563  0.002
55 C 5.332454 3.319460 1.787986  -0.558
56 O 6.412384 3.798243 2.087926  0.014
57 N 5.212784 2.288997 0.936949  -0.017
58 C 6.227827 1.502868 0.240691  -0.045
59 H 3.514827 4.561984 1.550716  0.074
60 H 4.239963 4.529393 3.263961  0.081
61 H 3.329634 3.200008 2.441457  0.068
62 H 4.243545 2.183686 0.673168  0.131
63 H 7.120341 1.730150 0.823668  0.083
64 H 6.288034 1.903242 -0.771320  0.080
65 H 5.864121 0.476982 0.298934  0.083
66 C -2.260180 -4.632536 4.200034  -0.011
67 C -3.475736 -3.872775 4.562999  -0.566
68 O -4.242809 -3.413901 3.709063  0.025
69 N -3.582358 -3.488267 5.846685  -0.002
70 C -4.483771 -2.439773 6.306884  -0.072
71 H -1.380279 -4.054527 4.482487  0.081
72 H -2.083182 -4.722140 3.128246  0.090
73 H -2.253315 -5.583990 4.731815  0.085
74 H -2.823067 -3.740071 6.463255  0.133
75 H -5.252605 -2.123675 5.601854  0.083
76 H -3.876387 -1.557900 6.510566  0.080
77 H -5.015644 -2.671186 7.229746  0.073
78 C 1.165798 -0.259008 -5.330964  -0.010
79 C 2.327288 -1.200597 -5.200850  -0.586
80 O 2.729916 -1.709442 -6.238786  0.017
81 N 2.962212 -1.313243 -4.038901  0.016
82 C 4.041385 -2.283813 -3.766124  -0.044
83 H 0.590057 -0.281974 -4.405708  0.073
84 H 0.458711 -0.541166 -6.111026  0.083
85 H 1.433429 0.785163 -5.492759  0.080
86 H 2.607433 -0.732594 -3.292534  0.139
87 H 3.738742 -2.772427 -2.839967  0.075
88 H 4.959119 -1.734691 -3.555534  0.074
89 H 4.247638 -2.950396 -4.603521  0.084
90 Cl -3.380501 6.226641 2.529970  0.493
91 C -2.544504 5.027472 1.460961  -0.609
92 C -3.209786 4.943167 0.057811  -0.657
93 Cl -2.944372 6.328254 -1.046976  0.505
94 H -2.648065 4.042194 1.915498  0.068
95 H -1.474471 5.219192 1.381186  0.073
96 H -4.265151 4.673389 0.097105  0.064
97 H -2.794746 4.130000 -0.537677  0.059

Forces on the atoms, in the same order (eV/Å):
C -1.126 -0.549 0.602
C 1.976 1.542 0.301
O -1.152 0.833 -0.425
O 0.084 -2.159 0.145
H 0.146 0.385 -0.420
H 0.229 -0.275 -0.044
H 0.062 0.214 -0.179
C -0.583 -0.346 0.487
C -0.694 -0.629 2.103
O 0.499 -0.221 -0.572
C 2.894 1.852 -5.711
O -2.263 -0.997 4.132
O 0.123 -0.164 0.256
H 0.312 -0.056 0.045
H 0.221 0.044 -0.245
H -0.167 0.118 -0.257
H -0.376 0.354 -0.188
C -1.474 0.455 -0.617
C 2.059 -0.360 1.858
O 0.031 -0.062 -0.486
N -2.176 -0.185 -2.740
C 0.927 0.052 0.811
H 0.214 0.461 0.134
H 0.403 -0.264 0.484
H 0.079 -0.263 -0.120
H 0.606 -0.079 0.053
H -0.600 0.017 0.323
H -0.462 0.351 0.254
H 0.335 -0.078 -0.080
C -0.375 0.940 -1.042
C -1.813 -2.208 0.259
O 0.712 0.246 -0.015
N 0.278 2.035 0.399
C -0.291 -0.273 0.448
H 0.374 0.134 -0.345
H 0.180 -0.479 0.265
H -0.173 0.534 -0.359
H 0.165 -0.223 -0.340
H 0.469 -0.266 -0.069
H 0.154 -0.053 0.652
H 0.325 -0.393 0.147
C 0.946 0.289 0.879
C -1.371 -2.273 -0.190
O 0.169 -0.595 -0.724
N -0.411 3.228 -0.267
C -0.048 -0.442 0.874
H -0.403 0.200 -0.164
H -0.168 0.253 -0.389
H 0.314 -0.072 -0.071
H 0.385 0.164 0.668
H 0.360 -0.263 0.570
H 0.081 -0.860 -0.360
H 0.134 0.508 -0.788
C -0.168 -2.060 -0.873
C 0.761 1.952 0.211
O 0.648 -0.187 0.360
N -2.301 -0.049 -0.027
C -0.836 1.396 1.028
H 0.576 0.684 0.033
H -0.008 0.046 -0.433
H -0.207 -0.102 0.741
H 0.059 -0.663 -0.240
H 0.330 -0.552 -0.406
H 0.391 -0.463 -0.134
H 0.622 -0.069 -0.281
C 1.044 -0.441 -0.032
C -1.057 2.278 -2.031
O 0.345 -0.887 0.639
N -0.361 -0.306 1.085
C 0.180 0.609 0.262
H 0.044 0.009 0.573
H -0.788 -0.375 0.056
H 0.275 -0.151 -0.241
H -0.219 0.062 -0.032
H 0.405 -0.550 -0.394
H -0.061 0.210 0.060
H 0.198 -0.445 0.045
C -1.179 0.239 1.309
C 0.363 0.753 -2.635
O 0.266 -0.917 0.046
N 0.152 -0.263 0.781
C -0.403 1.179 0.495
H -0.154 0.218 0.198
H 0.492 -0.249 -0.138
H 0.406 -0.123 -0.062
H 0.141 -0.384 0.242
H 0.269 -0.524 -0.218
H 0.123 -0.013 -0.027
H -0.544 0.097 0.121
Cl 0.471 -0.381 -0.429
C -0.681 -0.231 -1.166
C 0.480 -0.698 0.077
Cl -0.207 0.221 0.493
H -0.140 0.121 0.089
H -0.223 0.418 0.090
H -0.090 0.663 0.290
H 0.466 -0.193 0.531

2S+1: 1
charge: -1
gap between HOMO and LUMO: 6.918 eV
M: 684.636 Da
E: -83295.39744 eV
E_LUMO: 1.80 eV

***

Which formula does entry 2 have? C25H53Cl2N6O11